(1)
# C11H18O

2 unconnected molecules or ions with the total composition C11H18O in a non-equilibrium geometry (wB97M-V/def2-TZVPD, the Open Molecules 2025 dataset).

```
30
Properties=species:S:1:pos:R:3:mulliken_charge:R:1
C -2.40579 0.91191 -2.18550 -1.0888
H -0.79930 1.03703 1.64506 0.1251
H 2.62220 1.95665 -0.77582 0.2949
H -0.26449 -2.03046 -0.99306 0.2580
O 3.43876 -0.08823 0.61699 -0.5490
C -0.08145 -0.00793 -1.56107 0.3753
C -2.65855 -1.04369 2.33383 -1.1610
C -1.23456 -0.03280 -2.53914 -0.9117
C 0.29740 -1.11708 -0.83035 -0.3653
C 0.74368 1.12914 -1.51604 -0.4987
C 1.43026 -1.11377 -0.00540 -0.6100
H 4.08830 0.58432 0.35350 0.3102
H -2.81994 -0.56053 1.40220 0.2236
H 0.39136 1.95861 -2.12672 0.3846
C -1.20805 -0.78599 2.70379 0.2915
H -2.78578 1.41861 -3.05932 0.2962
H 1.49768 -1.88775 0.73747 0.4250
H -0.57075 -1.14060 1.90269 -0.2153
H -1.77984 1.38516 2.97811 0.3377
C 2.24590 0.00354 -0.04736 0.9737
H -1.54327 -1.05726 -2.58172 0.3739
H -0.87782 0.20180 -3.53347 0.4175
C -0.94174 0.73706 2.69292 -0.9587
H -0.77628 -1.22941 3.60634 0.3730
H -3.24383 0.33739 -1.78204 0.3110
H -0.08210 1.03454 3.29711 0.2942
H -2.11885 1.48558 -1.30936 0.3268
H -2.96536 -2.08832 2.43924 0.3345
H -3.38565 -0.55487 2.98904 0.3549
C 1.90547 1.13932 -0.77563 -0.7232
```

Calculated values
Total charge: 0
HOMO energy (eV): -8.4
Calculated total energy (Ha): -505.14794
Gap between HOMO and LUMO (eV): 9.240
SMILES: CCc1ccc(O)cc1.CCC



(2)
# C22H31BF13N3O3SSi

C22H31BF13N3O3SSi in the gas phase in a non-equilibrium geometry (wB97M-V/def2-TZVPD, the Open Molecules 2025 dataset).

```
75
Properties=species:S:1:pos:R:3:mulliken_charge:R:1
H -1.49516 2.56922 2.59525 0.3910
H 3.18248 2.54809 0.83471 0.4161
H 4.35348 2.92962 -0.92140 0.2880
C -3.10602 -3.37777 -0.54517 0.7377
F -3.97382 -1.23824 0.09755 -0.1041
H 1.40900 6.09784 -3.30171 0.4303
Si 1.92460 0.44382 0.89356 -0.2964
F -4.74560 -3.98467 2.09645 -0.2557
H -4.16410 1.64726 0.45172 0.4869
H 2.81966 -1.18715 -0.80372 0.8340
H -4.25389 3.21330 -0.31028 0.3539
F -5.33376 -2.90135 -0.08978 -0.3417
C 0.63203 -2.32987 -1.54512 0.5716
H -2.47252 3.63522 -2.05493 0.4725
F -0.99886 -3.93030 0.34961 -0.3296
C 0.44762 1.60560 0.98820 -0.2486
F -3.51435 -3.29665 -1.81621 -0.2918
C -1.91951 1.99011 1.78549 -1.4150
O 0.09571 4.45219 -3.62106 -0.3245
C -3.59859 2.36384 -0.13947 -1.3840
C -4.09476 -2.55151 0.32573 0.5130
N 0.83602 3.34348 -1.88869 0.4384
H -4.24084 1.35114 -1.89310 0.6199
H -0.09840 -0.37448 -0.97754 -0.6951
F 1.24373 -2.71155 -2.70523 -0.4030
H 2.56584 -3.39325 3.77040 0.3989
B 1.98965 -0.88136 2.41053 0.1497
C 0.77181 -0.82198 -1.43954 0.0622
C -0.00551 3.31303 -2.85417 0.1777
C -4.06518 -2.86156 1.84962 0.5246
H 3.58389 -4.98693 2.32396 0.4559
H -1.37423 0.54993 0.36001 -1.1147
C 2.80085 -3.03269 2.77468 -0.3585
O 1.71516 -2.21720 2.27816 -0.0653
F 1.25058 -2.99758 -0.56214 -0.0889
C 3.48258 1.54516 1.12867 -0.6916
S -1.09996 2.00925 -3.16707 -0.1522
F -1.48550 -1.82775 0.31120 -0.0141
H 0.43846 2.20955 0.08675 -0.2427
C -1.59679 -2.98644 -0.38268 0.2582
C 2.10539 -0.37147 -0.80977 -0.3288
H 5.05700 -0.31014 1.30324 0.2913
H 0.75644 -0.48635 -2.46755 0.3223
H 0.64328 2.27345 1.82604 0.6282
H -2.80458 1.44056 2.09784 0.4830
C -0.91342 0.94497 1.25966 1.1779
O 2.39533 -0.37460 3.65051 -0.5845
H -0.82319 0.11898 1.96095 0.3211
C -0.84612 -2.78991 -1.70656 0.5589
C 3.02490 -4.19602 1.83999 -1.1449
C -3.30263 1.71024 -1.48102 0.3691
F -3.25454 -4.66043 -0.16358 -0.2760
H -2.64857 0.84866 -1.38684 -0.6354
C 1.04939 5.13445 -3.00061 -0.0261
H 2.07537 -4.56913 1.47173 0.1384
N 1.52892 4.53657 -1.97712 -0.7737
H 3.60473 -3.88635 0.97519 0.2673
F -4.67654 -1.85703 2.48680 -0.2571
H -1.54842 2.97664 -0.11439 -0.2865
F -1.47792 -1.85220 -2.43983 -0.2491
H 3.71971 -2.45565 2.84782 0.3063
H 2.50942 0.39092 -1.46602 0.1438
C 4.61081 1.14121 0.22025 0.5881
N 5.35808 0.13152 0.43223 -0.8570
H -3.32678 2.85498 -3.34925 0.5085
H 4.40799 1.46856 -1.88349 0.2526
H 1.64079 -0.19701 4.21858 0.2810
H -2.53814 3.88079 0.97250 0.4269
C -2.35445 2.87472 0.60821 0.3094
C -2.68125 2.67007 -2.50216 -0.9092
F -0.90464 -3.94334 -2.39861 -0.3386
H 3.81255 1.54990 2.16212 0.5334
H 5.88773 2.11586 -1.17817 0.4070
C 4.82973 1.95921 -1.01306 -1.2555
F -2.82212 -3.00006 2.31108 -0.1554
```

Calculated values
Total charge: 0
HOMO energy (eV): -9.1
Calculated total energy (Ha): -3257.74381
Gap between HOMO and LUMO (eV): 9.564
SMILES: [H]/N=C(/C)C[Si@@](CCCCCCCSc1nnco1)(CCC(F)(F)C(F)(F)C(F)(F)C(F)(F)C(F)(F)C(F)(F)F)B(O)OCC



(3)
# C53H76Br2F13IN20O8P2S3

20 unconnected molecules or ions with the total composition C53H76Br2F13IN20O8P2S3 in a non-equilibrium geometry (wB97M-V/def2-TZVPD, the Open Molecules 2025 dataset).

```
178
Properties=species:S:1:pos:R:3:mulliken_charge:R:1
N -2.68710 1.18116 -5.55367 -0.5206
C -11.71818 -7.19004 -4.82472 0.3612
C 2.77296 -1.71214 8.60533 0.3881
C -4.69408 3.25862 0.34391 -1.4255
H -7.58274 -9.88596 -0.45391 0.2678
O -7.66583 -2.27132 -3.72113 -0.5555
C -8.60385 -2.95874 4.16689 -0.7615
N 18.97243 7.21562 1.90316 -0.3632
C 10.10963 -1.77008 0.21296 0.1041
C 8.91027 -1.26381 -0.47739 -0.1897
H -11.83362 -8.22403 -2.99045 0.3084
C 17.76784 4.90932 2.24889 -0.6551
C -4.46604 1.00950 -0.83572 -0.7580
F 3.98563 -1.47163 -1.26152 -0.2494
H -5.39254 4.05977 0.67641 0.4358
N -12.05251 3.63388 -2.32420 -0.4279
H -8.96010 -0.69745 -8.06775 0.2973
F 1.33231 -1.26651 -4.39718 -0.3089
C 12.32234 1.64718 6.71131 -0.4847
F 5.76478 -0.07887 -0.69187 -0.3470
H 16.99929 4.77571 1.48930 0.2615
H -2.04895 0.28183 -1.57279 0.7918
O -1.91019 -1.32643 -6.16441 -0.5088
H 5.48715 -1.10803 10.77790 0.3296
N -12.05180 -7.03365 -5.91429 -0.4645
H 8.17809 4.81652 -1.56826 0.3352
N 9.35618 5.13642 1.35715 -0.3696
C 15.27129 0.13373 4.54931 -0.8428
H 18.49067 4.09885 2.16979 0.2561
H -4.13093 2.89836 1.23552 0.2802
O -3.41701 -2.53625 -4.21950 -0.5006
O -6.79748 -0.73066 0.89646 -0.3794
H 5.10152 -0.21226 9.30069 0.1765
N 9.30151 2.53184 5.43880 -0.4530
C 7.66469 4.70488 -0.61430 -0.2725
H -6.21386 2.45552 -0.94726 0.1064
F 5.20987 1.18591 -2.46550 -0.2940
N -10.61956 -3.67121 -8.79528 -0.4797
C 8.59297 2.58348 6.34518 0.3812
N -7.95104 -8.08973 -3.03198 -0.4055
H -2.72999 -1.64804 -1.35317 0.3880
C -9.07851 -1.87183 3.29421 0.3603
H -2.34568 1.14721 -3.05024 0.6107
H -0.86566 -0.19560 -4.21885 0.3017
N 10.24233 -1.50364 -3.71302 -0.4031
C -12.84159 3.53481 -3.15503 0.4321
C 1.45062 -1.08946 -3.05249 0.6455
H 7.67964 3.66350 7.90934 0.2465
N 5.41071 4.68601 4.34712 -0.3997
F 1.66089 -2.34904 -2.54934 -0.2763
H -4.01105 3.67735 -0.42893 0.3596
N 2.08225 6.53342 8.57266 -0.3667
F 3.70141 -0.89273 -3.65323 -0.3192
F 5.78276 2.17289 -0.51004 -0.2445
C -10.15397 5.13902 0.98644 0.3269
C -9.66698 -5.53294 -7.21022 -0.7115
H -8.66983 -5.82335 -7.54053 0.3190
C 4.20535 6.40429 7.03469 -0.5595
H -13.38373 3.57375 -5.19180 0.2707
H 17.30337 4.87537 3.23282 0.2432
I -8.28790 -3.26966 -0.49236 -0.1370
C -13.84958 3.40738 -4.22163 -0.8178
C -11.37363 5.74150 0.41830 -0.6591
P -6.37718 -1.70695 -0.38576 0.3710
Br -3.63133 0.03858 0.65522 0.0211
H 8.80700 -0.19322 -0.30379 0.1865
H 11.50728 2.36567 6.75885 0.0976
H -3.94382 -3.06541 -4.84178 0.4949
O -3.51291 -1.76947 -1.90750 -0.4568
H -7.60474 -3.26725 3.86149 0.2422
H -6.05860 1.63840 0.65581 0.0728
H -7.41581 -0.01647 0.66227 0.3326
H 6.15702 -1.63452 9.22340 0.3057
H -7.64969 -1.32064 -9.08895 0.3065
C -8.08147 -8.94481 -2.27384 0.3392
C -5.50289 2.01737 -0.22143 -0.1369
F 3.60510 2.27358 -1.13662 -0.3034
H 5.10653 6.40918 7.64642 0.2407
O -7.82860 0.56090 -4.48947 -0.3374
H -12.25471 5.23922 0.81435 0.2473
C 6.32726 2.74997 2.83211 -0.3473
H 0.97169 -3.42431 1.10893 0.1886
H -3.67682 1.71181 -1.18412 0.8270
H -8.40112 -0.54760 -1.71644 0.3228
C 0.16116 -0.50252 -2.37603 0.9922
C -7.19588 -1.21072 -7.03065 0.6742
H -9.60781 -5.15468 -6.19050 0.1418
C -11.28650 -7.39121 -3.43122 -0.3509
C -8.17512 0.71885 -3.37560 0.0855
C 9.30611 -1.10870 -4.25251 0.3625
H -11.42022 6.79863 0.67734 0.2999
C 2.41237 -1.66212 7.17714 -0.7501
H 8.05097 1.97083 8.29135 0.1161
H 12.83760 1.75523 5.75766 0.1805
C 3.36949 -0.26843 -1.40805 0.5612
C 7.05473 0.09474 10.03494 0.3636
H -9.27772 -10.06536 -0.94639 0.2659
F 2.58652 0.96567 -3.41733 -0.2632
H 14.25108 -0.03225 4.20557 0.2746
C 8.10665 -0.60252 -4.94471 -0.6358
Br -9.72702 1.95363 -3.10382 -0.2702
H 7.37537 2.92946 2.59067 0.2272
H 8.99454 -1.44341 -1.54864 -0.0087
H 8.02357 -1.77199 -0.09985 0.2339
H -8.57772 -2.42646 -8.06074 -0.0627
C 0.14807 -4.13100 1.20280 -0.7914
N 15.94807 2.65001 4.18289 -0.3711
H 7.21960 -1.11038 -4.56760 0.1410
H 5.76362 2.69791 1.90856 -0.1026
P -3.30807 -0.43120 -5.79813 -0.3800
N -6.45408 -1.03871 -6.16136 -0.3712
H 6.24356 1.80056 3.35909 0.2921
H -6.12779 2.34840 -3.04783 0.2562
H -10.31586 -6.40390 -7.22826 0.3608
O -5.80134 -3.23578 -2.77740 -0.5021
S 4.63702 1.06606 -0.97502 1.3152
C -8.15457 -1.42771 -8.12955 -0.8493
C -4.90269 0.20092 -2.10765 0.4134
H 1.42611 -1.21541 7.06054 0.2775
H -1.80075 1.30588 -6.04914 0.2568
C -6.25729 -0.64116 -2.01824 0.6606
C -2.32098 0.10957 -2.64321 -1.4036
F 4.21709 0.93802 0.59439 -0.3004
N -9.45134 -1.01832 2.61950 -0.3905
H 11.91110 0.64077 6.77976 0.2622
H -3.33110 1.78944 -6.06593 0.2779
C 8.61638 4.94593 0.49781 0.2565
O -5.40431 -1.42600 -4.55129 0.3997
C 5.87728 -0.76814 9.82106 -0.7379
C 3.01261 6.47677 7.89885 0.2746
C -8.24850 -10.03987 -1.30175 -0.7423
N 3.05219 -1.75075 9.72024 -0.3932
C -1.13434 -3.40534 1.21373 0.4286
H 6.84885 5.42477 -0.56354 0.2747
H 2.39846 -2.66966 6.76417 0.2636
H 8.00453 0.46811 -4.77277 0.2445
N -9.20139 4.66899 1.42745 -0.3866
C -3.69997 -0.62968 -2.77212 -0.7413
S -5.04507 1.59504 -3.37650 -0.0646
H 8.19308 -0.78453 -6.01479 0.3310
S -6.30695 -1.98439 -3.31207 0.6824
H -11.48047 -6.49084 -2.84959 0.2649
H 4.18167 5.49066 6.44438 0.1615
H -7.68278 0.98765 -1.32106 0.5530
N 11.04406 -2.16483 0.75408 -0.3582
F 2.43704 -0.26535 -0.42546 -0.2783
H -8.57114 -2.61588 5.20007 0.3095
F -0.07341 -1.30013 -1.24883 -0.4002
C 7.69794 2.64873 7.51442 -0.5046
H -11.36463 5.63923 -0.66563 0.1680
H 0.17447 -4.82211 0.36159 0.2734
C -4.00216 -1.23316 -4.20576 0.7877
H -14.63885 4.14302 -4.07411 0.3020
N 14.00485 2.06110 8.68271 -0.4070
H 0.26332 -4.69247 2.12885 0.3348
H -14.28426 2.40911 -4.20170 0.2749
H -10.21912 -7.61058 -3.40236 -0.1037
C 2.77947 -0.24960 -2.85353 0.6138
H 3.14110 -1.06357 6.63207 0.2499
C 18.44456 6.20512 2.05488 0.2653
C -1.12212 -0.68379 -3.25136 -1.0880
C 15.65057 1.55148 4.34474 0.3640
H 7.25348 3.69770 -0.54883 -0.1672
H -8.01077 -10.99220 -1.77323 0.2747
N 7.97183 0.76954 10.20147 -0.4782
H 6.68740 2.36220 7.22432 0.2580
H 4.22825 7.25964 6.36175 0.2621
C 13.26698 1.87988 7.81936 0.3002
H -9.27759 -3.81137 4.09533 0.2712
H -1.78970 -1.21545 -7.11983 0.3554
H 15.33505 -0.11957 5.60694 0.2687
H -1.26701 -1.77704 -3.33946 0.3456
H 15.94434 -0.51216 3.98789 0.3180
N -2.13527 -2.83920 1.22215 -0.4189
C -10.20398 -4.48924 -8.10061 0.3997
F 0.29293 0.77073 -1.89873 -0.3822
C -7.59849 0.15888 -2.06350 -0.9312
C 5.81160 3.83843 3.68153 0.2752
```

Calculated values
Total charge: 0
HOMO energy (eV): -8.3
Calculated total energy (Ha): -12383.04779
Gap between HOMO and LUMO (eV): 6.865



(4)
# C16H28InN2O7

A molecular structure, C16H28InN2O7 in a non-equilibrium geometry (wB97M-V/def2-TZVPD, the Open Molecules 2025 dataset).

```
54
Properties=species:S:1:pos:R:3:mulliken_charge:R:1
H -10.63307 -12.72276 19.24619 0.4113
C -6.94149 -19.60982 17.19827 -0.1965
O -13.28750 -15.59086 14.77728 -0.2177
C -13.09892 -21.76959 15.40667 -0.7618
C -6.26564 -20.74343 17.51640 0.3687
C -8.23244 -19.30589 17.86594 0.3224
H -14.33635 -17.22481 13.86591 0.1119
H -16.49985 -21.46741 16.06319 0.3911
H -10.26201 -13.81316 17.95059 0.3322
O -9.90355 -20.30416 19.32519 -0.5320
O -5.23932 -20.93779 16.79064 -0.4958
H -12.10332 -14.51399 13.66541 0.4435
C -14.46364 -22.08706 16.12788 0.2041
In -13.66348 -17.47143 18.18716 0.9490
N -14.42371 -21.61888 17.54281 -0.5881
H -13.13341 -22.25544 14.43155 0.3801
C -8.76070 -20.40204 18.93081 0.3945
H -15.08015 -15.74345 13.64860 0.3166
H -12.16116 -20.35702 13.23487 0.3539
H -13.73502 -22.14066 18.06583 0.2342
O -11.53783 -14.60685 19.29483 -0.2253
H -9.66762 -14.99686 20.27117 0.3181
C -11.91785 -13.69536 15.68246 -0.7525
H -13.53102 -13.14050 16.40514 0.2611
H -11.69848 -18.95080 14.14705 0.2161
H -11.58288 -12.67947 15.47300 0.3833
H -13.48047 -13.53247 14.18485 0.3621
H -14.61140 -23.16648 16.16112 0.3810
H -10.74412 -13.93002 21.15520 0.3487
H -6.54375 -18.95394 16.43800 0.5072
H -10.95576 -20.51282 14.48190 0.3544
H -12.30790 -22.30407 15.93268 0.3867
H -13.50042 -16.13639 12.79291 0.3379
C -10.71602 -14.78992 20.48595 -0.8358
C -11.05850 -13.51753 18.63345 -0.4788
O -9.03967 -18.44498 17.53253 -0.4785
H -15.42830 -20.42715 15.18927 0.2016
N -12.79531 -13.67390 16.84594 -0.2310
C -12.75362 -14.27783 14.50770 -0.7174
C -7.94336 -21.53330 19.25748 -0.1503
H -15.34554 -21.86740 17.87230 0.2446
C -15.64749 -21.47701 15.38384 -1.2232
H -11.72339 -11.90218 17.45139 0.4431
H -8.32196 -22.32624 19.88541 0.4933
C -14.08175 -16.17589 13.71410 -0.6820
C -12.17964 -12.79207 17.88502 -0.9095
H -11.21459 -15.59686 21.02295 0.2620
C -11.89603 -20.01900 14.23664 -0.8531
O -6.05416 -22.71848 19.00600 -0.5063
O -12.94452 -20.38993 15.16757 -0.2347
H -11.02521 -14.30878 15.80500 0.3475
H -13.04487 -12.53720 18.49701 0.3874
H -15.89429 -22.03462 14.48037 0.3409
C -6.76062 -21.68618 18.63056 0.2800
```

Calculated values
Total charge: +1
HOMO energy (eV): -11.8
Calculated total energy (Ha): -1452.23890
Gap between HOMO and LUMO (eV): 4.734



The records above give, respectively, E_LUMO values of 0.031; 0.015; -0.051; -0.258 Ha.